Record 1
2 unconnected molecules or ions with the total composition C4H14N in a non-equilibrium geometry, computed with wB97M-V/def2-TZVPD.

The value obtained for the energy above the lowest of the compared OMol25 structures with the same formula, charge and spin is 15.4 kcal/mol. The total charge is +1. The calculation puts the maximum force at 1.52 eV/Å. The calculated total energy comes out at -5858.184 eV.

Last column: Mulliken charge in e.
Positions of all 19 atoms, in Å:
C -2.062 0.977 1.018  -0.839
C -0.917 1.623 1.821  -0.573
H -3.015 1.409 1.314  0.337
H -1.797 0.929 -0.034  0.249
H -2.158 -0.062 1.332  0.269
H 0.003 1.081 1.565  0.046
H -1.088 1.623 2.892  0.312
H -0.758 2.654 1.510  0.255
C 1.276 -1.450 -1.276  -0.424
C -0.167 -1.260 -0.922  -0.445
N 2.125 -0.220 -0.953  -0.280
H 1.757 -2.262 -0.739  0.334
H 1.450 -1.663 -2.327  0.324
H -0.712 -0.873 -1.781  0.400
H -0.391 -0.557 -0.120  -0.300
H 1.860 0.212 -0.077  0.252
H 3.113 -0.458 -0.994  0.382
H 2.044 0.501 -1.674  0.374
H -0.563 -2.203 -0.554  0.327

Record 2
8 unconnected molecules or ions with the total composition C15H31Cl2F12N3O9S in a non-equilibrium geometry, computed with wB97M-V/def2-TZVPD.

The total charge is +3. The calculation puts the maximum force at 6.42 eV/Å. As for the spin multiplicity: 2. The calculated total energy comes out at -107415.284 eV.

Last column: Mulliken charge in e.
Positions of all 73 atoms, in Å:
N 0.225 1.986 5.000  -0.306
H -0.266 1.860 4.127  0.446
H 0.794 1.156 5.090  0.295
H -0.560 2.074 5.629  0.452
H 0.905 2.731 4.942  0.367
N -0.468 -3.134 1.900  -0.035
H 0.318 -3.020 2.524  0.315
H -0.893 -2.233 1.732  0.357
H -1.008 -3.815 2.414  0.437
H -0.166 -3.483 1.001  0.294
N 3.006 -0.812 2.180  -0.135
H 3.982 -0.574 2.073  0.389
H 2.419 -0.570 1.395  0.117
H 2.577 -0.689 3.086  0.281
H 2.887 -1.815 2.216  0.408
C -1.240 1.725 -0.027  0.384
F -2.495 1.294 -0.053  -0.160
F -0.737 1.696 -1.272  -0.116
F -1.250 2.958 0.435  -0.227
S -0.324 0.599 1.307  0.974
O -1.044 -0.716 1.326  -0.804
O 1.094 0.512 0.846  -0.539
O -0.498 1.318 2.588  -1.006
C -0.720 -1.420 -4.229  -1.385
C -0.321 -1.702 -2.818  0.447
O 0.688 -2.710 -2.775  -0.225
C 0.802 -3.565 -1.721  0.493
O 0.010 -3.635 -0.826  -0.833
C 1.993 -4.524 -1.901  0.826
F 1.652 -5.755 -1.549  -0.219
F 2.441 -4.581 -3.205  -0.213
F 3.011 -4.118 -1.126  -0.224
H -1.524 -0.684 -4.235  0.417
H -1.093 -2.250 -4.828  0.384
H 0.098 -0.871 -4.696  0.289
H -1.169 -1.981 -2.191  0.306
H 0.142 -0.820 -2.377  -0.222
C -5.055 -2.275 -0.056  -1.257
C -4.629 -1.116 0.846  0.561
O -5.110 -1.082 2.224  -0.311
C -4.571 -1.850 3.125  0.473
O -3.665 -2.751 2.937  -0.596
C -5.105 -1.572 4.585  0.794
F -5.838 -0.499 4.678  -0.219
F -5.871 -2.618 4.911  -0.242
F -4.167 -1.554 5.520  -0.246
H -4.931 -2.073 -1.119  0.407
H -6.135 -2.334 0.078  0.395
H -4.631 -3.209 0.314  0.302
H -5.047 -0.178 0.481  0.366
H -3.566 -0.871 0.837  -0.423
C 1.154 3.580 -3.656  -0.797
C 2.580 3.524 -3.949  -0.291
O 3.256 2.488 -3.192  -0.353
C 3.178 1.098 -3.273  0.540
O 2.435 0.506 -4.086  -0.548
C 3.872 0.346 -2.132  0.835
F 4.618 1.188 -1.480  -0.272
F 3.012 -0.265 -1.298  -0.233
F 4.654 -0.548 -2.634  -0.230
H 0.680 4.471 -4.068  0.467
H 1.054 3.795 -2.592  -0.034
H 0.494 2.743 -3.880  0.282
H 3.067 4.487 -3.795  0.323
H 2.663 3.180 -4.980  0.367
Cl 2.412 6.160 0.699  0.295
C 1.689 4.514 0.749  -0.217
C 2.686 3.592 0.118  0.106
Cl 3.955 2.927 1.240  -0.096
H 0.782 4.660 0.162  0.290
H 1.472 4.344 1.804  0.365
H 3.190 4.001 -0.757  0.512
H 2.151 2.760 -0.341  -0.344

Record 3
A molecular structure, C5H9N, computed with wB97M-V/def2-TZVPD.

The value obtained for the energy above the lowest of the compared OMol25 structures with the same formula, charge and spin is 174.8 kcal/mol. The total charge is 0. The calculation puts the maximum force at 0.30 eV/Å. The calculated total energy comes out at -6813.413 eV.

Last column: Mulliken charge in e.
Positions of all 15 atoms, in Å:
C 1.096 -0.555 -1.617  -0.577
C 1.446 0.791 -1.025  -0.645
C 0.366 0.080 -0.500  0.373
N -0.897 0.165 -0.057  -0.107
C -1.275 0.757 1.201  -0.385
C -1.491 -0.699 0.935  -0.415
H 0.502 -0.618 -2.530  0.224
H 1.742 -1.415 -1.438  0.197
H 1.628 0.213 0.270  -0.125
H 1.532 1.787 -1.434  0.321
H 1.200 -0.511 1.032  0.063
H -0.450 1.012 1.865  0.277
H -2.112 1.448 1.169  0.249
H -2.487 -1.067 0.707  0.238
H -0.802 -1.388 1.421  0.313

Record 4
2 unconnected molecules or ions with the total composition C7H17NO in a non-equilibrium geometry, computed with wB97M-V/def2-TZVPD.

The value obtained for the energy above the lowest of the compared OMol25 structures with the same formula, charge and spin is 104.2 kcal/mol. The total charge is 0. The calculation puts the maximum force at 5.78 eV/Å. The calculated total energy comes out at -11068.618 eV.

Last column: Mulliken charge in e.
Positions of all 26 atoms, in Å:
C 0.378 -2.550 0.694  -0.421
C -0.159 -2.209 2.313  -1.093
C -0.730 -1.471 -1.119  -1.286
C 2.112 0.128 0.784  -1.275
C 0.887 -0.005 -0.074  0.637
O 0.292 0.761 -0.761  -0.464
N 0.329 -1.409 -0.101  0.046
H 1.421 -3.080 0.857  0.306
H -0.353 -3.351 0.437  0.262
H -1.117 -2.796 2.427  0.293
H -0.510 -1.281 2.115  0.424
H -1.475 -0.830 -0.733  0.408
H 2.945 0.608 0.493  0.461
H 0.620 -2.618 2.992  0.305
H -0.603 -1.307 -2.114  0.404
H -1.278 -2.361 -1.121  0.413
H 1.924 0.576 1.796  0.281
H 2.358 -0.840 1.177  0.266
C -0.882 3.149 -1.660  -0.574
C -1.734 3.299 -0.283  -1.016
H 0.125 3.296 -1.167  0.098
H -1.070 2.116 -2.036  0.068
H -1.146 3.780 -2.418  0.506
H -2.465 2.606 -0.365  0.293
H -2.164 4.160 -0.052  0.465
H -1.081 3.046 0.579  0.195

Record 5
A molecular structure, CH3I2P in a non-equilibrium geometry, computed with wB97M-V/def2-TZVPD.

The value obtained for the energy above the lowest of the compared OMol25 structures with the same formula, charge and spin is 114.2 kcal/mol. The total charge is 0. The calculation puts the maximum force at 4.49 eV/Å. The calculated total energy comes out at -26571.854 eV.

Last column: Mulliken charge in e.
Positions of all 7 atoms, in Å:
C -0.453 0.327 0.122  -0.612
P 0.971 -0.861 0.203  0.011
I -2.201 -0.915 0.723  0.074
I -0.583 1.793 -1.357  0.150
H -0.301 1.230 1.619  0.271
H 1.816 0.052 -0.225  0.021
H 0.751 -1.626 -1.085  0.084

Record 6
A molecular structure, C10H13N2O6Zn in a non-equilibrium geometry, computed with wB97M-V/def2-TZVPD.

The value obtained for the energy above the lowest of the compared OMol25 structures with the same formula, charge and spin is 7.6 kcal/mol. The total charge is +1. The calculation puts the maximum force at 5.57 eV/Å. The calculated total energy comes out at -74253.079 eV.

Last column: Mulliken charge in e.
Positions of all 32 atoms, in Å:
O 0.357 4.311 -5.288  -0.159
C 0.096 3.377 -5.896  0.164
Zn 0.327 0.533 -1.790  1.347
O -0.294 3.790 -1.451  -0.209
C -0.139 2.664 -1.593  0.300
C -0.621 -0.564 -3.596  0.300
O -0.966 -1.489 -4.309  -0.440
C 2.291 1.067 -2.581  0.481
O 3.246 1.408 -3.117  -0.167
C -1.543 0.232 -2.814  0.039
O -2.710 0.475 -2.795  -0.434
H 0.485 -0.108 -3.480  0.263
C -2.149 0.234 0.873  -0.914
N -1.069 -0.220 1.733  0.195
C -1.299 -0.092 3.161  -0.944
C 0.072 -0.648 1.160  0.510
O 0.249 -0.497 -0.106  -1.336
N 1.055 -1.287 1.822  0.091
C 1.146 -1.541 3.253  -0.812
C 2.123 -1.817 0.999  -0.767
H -3.046 0.306 1.492  0.440
H -2.323 -0.477 0.060  0.259
H -1.926 1.218 0.441  0.191
H -1.395 -1.069 3.652  0.284
H -0.513 0.498 3.651  0.330
H -2.248 0.438 3.269  0.342
H 0.314 -2.151 3.631  0.322
H 2.071 -2.105 3.398  0.238
H 1.215 -0.611 3.836  0.312
H 1.731 -2.518 0.253  0.288
H 2.648 -1.015 0.469  0.196
H 2.813 -2.340 1.663  0.288